No. 1
Below is a molecular structure, C5H11NO2 in a non-equilibrium geometry, with properties calculated with the ωB97M-V functional and the def2-TZVPD basis.

Results
electronic energy	-402.238912	Eh
LUMO energy	0.0193	hartree
ΔE to the lowest compared entry with this formula, charge and spin	3.789	eV
multiplicity	1

```
19
C5H11NO2, DFT the ωB97M-V functional and the def2-TZVPD basis
C 0.0994 2.0208 -1.2510
C -0.5181 1.0998 -0.2067
C 0.3052 -0.1457 0.0212
C -0.1709 -1.1753 1.0481
C 1.0627 -2.0371 1.2600
O 1.3324 -2.9602 0.2992
O 2.0852 -1.6183 1.8481
N -1.8388 0.5311 -0.8515
H -0.0741 1.4897 -2.1846
H -0.5049 2.9229 -1.3194
H 1.1632 2.2703 -1.1949
H -0.8393 1.6500 0.6793
H 0.5896 -0.5486 -0.9519
H 1.2473 0.2037 0.4689
H -0.8776 -1.8987 0.6364
H -0.5044 -0.8088 2.0177
H 2.0153 -2.0337 0.4025
H -2.0806 -0.2128 -0.1975
H -2.4913 1.2509 -0.5236
```

Mulliken population analysis, charges in e, atoms 1 to 5:
1. C -1.508
2. C 0.451
3. C -1.203
4. C -0.309
5. C 0.371



No. 2
Below is a molecular structure, C22H35BrO2P2Sn in a non-equilibrium geometry, with properties calculated with the ωB97M-V functional and the def2-TZVPD basis.

Results
electronic energy	-4480.630889	Eh
LUMO energy (alpha / beta)	-0.0037 / -0.0038	hartree
ΔE to the lowest compared entry with this formula, charge and spin	0.000	eV
multiplicity	1

```
63
C22H35BrO2P2Sn, DFT the ωB97M-V functional and the def2-TZVPD basis
P 2.5477 0.4982 -0.7406
P -0.2098 -0.3343 -2.9890
C 2.5768 0.1134 -2.5836
C 1.3266 0.7196 -3.2524
H 2.6148 -0.9796 -2.7077
H 3.4985 0.5286 -3.0066
H 1.0787 1.7181 -2.8576
H 1.4681 0.8007 -4.3409
C -0.5547 -0.7247 -4.7482
H -1.5177 -1.2439 -4.8413
H 0.2470 -1.3550 -5.1552
H -0.6002 0.2120 -5.3304
C -1.6505 0.7533 -2.6196
H -2.0221 1.1909 -3.5535
H -1.4031 1.5521 -1.9164
H -2.4401 0.1278 -2.1865
C 3.9589 -0.3763 0.0573
H 3.7692 -0.3215 1.1420
H 4.9080 0.1386 -0.1502
H 4.0368 -1.4221 -0.2532
C 3.5376 2.0612 -0.9572
H 2.9209 2.8757 -1.3562
H 4.3481 1.8285 -1.6670
H 3.9927 2.3821 -0.0105
Sn 0.5377 -1.5542 -0.9174
C -2.1872 3.4854 1.8834
C -2.0962 2.2640 1.3439
C -0.8193 1.6331 0.8720
C 0.4058 1.7957 1.8174
C 1.4076 2.8260 1.3337
C 1.1018 3.9295 0.6495
C -0.2275 4.6163 0.6786
C -1.0587 4.4591 1.9974
C 1.7355 -2.8698 0.3651
H -3.1213 3.8381 2.3367
H -3.0002 1.6542 1.2092
H -0.5500 1.9696 -0.1398
H -1.0259 0.5585 0.7700
H 0.0725 2.0825 2.8237
H 0.8949 0.8130 1.9366
H 2.4558 2.5705 1.5423
H 1.8671 4.4540 0.0564
H -0.8384 4.3379 -0.1999
H -0.0364 5.6984 0.5755
H -0.3838 4.1958 2.8218
H -1.4797 5.4471 2.2468
H 1.2646 -2.8321 1.3588
H 2.7669 -2.5271 0.4229
H 1.6608 -3.8833 -0.0518
Br -1.4431 -1.4811 2.4772
C -2.3983 -3.1328 2.3037
C -3.3951 -3.4168 3.2495
C -3.8696 -4.7259 3.4047
C -3.3146 -5.7489 2.6256
C -2.4033 -5.4470 1.6136
C -2.0320 -4.1082 1.3491
C -1.1889 -3.8079 0.1206
O -0.4590 -4.7037 -0.3153
O -1.2816 -2.5803 -0.3639
H -3.7772 -2.6082 3.8700
H -4.6509 -4.9237 4.1408
H -3.6086 -6.7835 2.8058
H -1.9567 -6.2376 1.0105
```

Mulliken population analysis, charges in e, atoms 1 to 5:
1. P 1.082
2. P 0.586
3. C -1.499
4. C -0.705
5. H 0.310



No. 3
Below is C12H12ClN3OS2 in the gas phase in a non-equilibrium geometry, with properties calculated with the ωB97M-V functional and the def2-TZVPD basis.

Results
electronic energy	-1960.593809	Eh
structure (SMILES)	Cc1csc(S[C@H](C)C(=O)Nc2ccc(Cl)cn2)n1
LUMO energy	0.0200	hartree
ΔE to the lowest compared entry with this formula, charge and spin	0.000	eV
multiplicity	1

```
31
C12H12ClN3OS2, DFT the ωB97M-V functional and the def2-TZVPD basis
C -0.1858 2.6009 -4.5208
C -0.6394 2.3911 -3.1193
C -1.8154 1.8299 -2.7289
S -1.9468 1.7760 -1.0105
C -0.3561 2.5336 -0.9470
S 0.4545 2.9483 0.5314
C -0.6643 2.1926 1.7789
C -0.1250 2.5156 3.1683
C -0.7980 0.6762 1.6323
O -1.8286 0.1183 1.9274
N 0.3387 0.0619 1.2157
C 0.5584 -1.2883 0.9809
C -0.4041 -2.2791 1.1790
C -0.0523 -3.5857 0.9014
C 1.2327 -3.8524 0.4428
Cl 1.7189 -5.4682 0.0843
C 2.1194 -2.7970 0.2781
N 1.7854 -1.5500 0.5415
N 0.1654 2.7766 -2.0938
H 0.7527 2.0749 -4.6851
H -0.0088 3.6607 -4.6941
H -0.9328 2.2385 -5.2210
H -2.6091 1.4456 -3.3360
H -1.6561 2.6342 1.6496
H -0.0681 3.5920 3.3087
H 0.8691 2.0940 3.3001
H -0.7892 2.0956 3.9203
H 1.1418 0.6423 0.9905
H -1.3870 -2.0218 1.5357
H -0.7608 -4.3879 1.0376
H 3.1279 -2.9556 -0.0762
```

Mulliken population analysis, charges in e, atoms 1 to 5:
1. C -1.086
2. C 0.267
3. C -0.338
4. S -0.126
5. C 0.691



No. 4
Below is a molecular structure, C19H44AgGeO6 in a non-equilibrium geometry, with properties calculated with the ωB97M-V functional and the def2-TZVPD basis.

Results
⟨S²⟩	0.756
electronic energy	-3425.607707	Eh
LUMO energy (alpha / beta)	0.0224 / -0.0754	hartree
ΔE to the lowest compared entry with this formula, charge and spin	0.124	eV
multiplicity	2

```
71
C19H44AgGeO6, DFT the ωB97M-V functional and the def2-TZVPD basis
Ag 0.7925 -0.4123 -0.5702
C 1.9805 -1.3806 2.6396
C 0.8004 -0.4390 2.9293
C -0.2716 -1.1834 3.7416
C 1.2938 0.7753 3.7349
O 0.2734 -0.0323 1.6959
Ge -0.8710 1.5463 1.3948
O -2.2353 0.6899 0.4487
C -3.5353 0.3455 0.8034
C -4.0675 1.2039 1.9575
C -3.5755 -1.1324 1.2143
C -4.4334 0.5628 -0.4272
O 0.1325 1.8276 -0.2761
C -0.2211 2.7445 -1.2771
C -0.8164 1.9806 -2.4686
C 1.0339 3.5136 -1.7267
C -1.2567 3.7482 -0.7580
H 2.4919 -1.6671 3.5558
H 1.6277 -2.2748 2.1311
H 2.6783 -0.8700 1.9780
H 0.1256 -1.5146 4.6991
H -1.1127 -0.5159 3.9162
H -0.6254 -2.0516 3.1892
H 1.8233 0.4715 4.6351
H 1.9559 1.3656 3.1049
H 0.4445 1.3967 4.0156
H -3.4692 1.0351 2.8502
H -4.0004 2.2586 1.6972
H -5.1044 0.9549 2.1716
H -2.9054 -1.2927 2.0565
H -4.5847 -1.4261 1.4885
H -3.2313 -1.7442 0.3868
H -4.4788 1.6203 -0.6744
H -4.0161 0.0301 -1.2764
H -5.4409 0.2035 -0.2423
H -0.1192 1.1829 -2.7554
H -1.7614 1.5353 -2.1646
H -0.9802 2.6400 -3.3192
H 1.6683 2.8823 -2.3440
H 0.7547 4.3969 -2.2969
H 1.6006 3.8210 -0.8514
H -2.1563 3.2130 -0.4671
H -0.8613 4.2613 0.1146
H -1.5052 4.4803 -1.5243
C -1.8915 -1.8308 -2.5248
O -1.2209 -1.8205 -1.2865
C -0.9838 -3.0949 -0.7400
C 0.2042 -3.7890 -1.4014
O 1.2958 -2.9092 -1.2733
C 2.4479 -3.3040 -1.9813
H -2.8352 -2.3912 -2.4487
H -1.2780 -2.2664 -3.3212
H -2.1002 -0.7951 -2.7744
H -1.8850 -3.7226 -0.8155
H -0.7311 -2.9111 0.3067
H 0.0044 -4.0005 -2.4630
H 0.4064 -4.7450 -0.8965
H 2.8480 -4.2416 -1.5863
H 3.1590 -2.4953 -1.8451
H 2.2279 -3.4335 -3.0463
C 4.2929 0.9475 0.4633
C 3.6091 0.8034 -0.9030
C 4.6669 0.7383 -2.0253
O 2.8021 -0.3078 -0.9979
H 4.9644 1.8029 0.4527
H 4.8615 0.0499 0.6979
H 3.5379 1.1001 1.2307
H 3.0160 1.7202 -1.0713
H 5.4156 -0.0112 -1.7815
H 5.1447 1.7056 -2.1448
H 4.1834 0.4529 -2.9570
```

Mulliken population analysis, charges in e, atoms 1 to 5:
1. Ag 2.027
2. C -1.494
3. C 1.694
4. C -1.665
5. C -1.700



No. 5
Below is 5 unconnected molecules or ions with the total composition C33H61NO11 in a non-equilibrium geometry, with properties calculated with the ωB97M-V functional and the def2-TZVPD basis.

Results
electronic energy	-2175.923704	Eh
structure (SMILES)	CCCOCC1=CC(=O)c2cccc(CCCN)c2C1=O.COCCOC.COCCOC.COCCOC.COCCOC
LUMO energy	-0.0431	hartree
multiplicity	1

```
106
C33H61NO11, DFT the ωB97M-V functional and the def2-TZVPD basis
C 4.6554 -1.2380 1.1441
C 4.9322 0.1391 0.3350
C 3.6184 0.7486 -0.3622
O 2.7006 1.3798 0.5696
C 2.0715 2.5583 -0.0290
C 1.1156 2.1734 -1.2725
C 1.5879 2.0585 -2.6231
C 0.6099 1.6247 -3.8356
O 0.7005 2.1159 -4.9933
C -0.5175 0.5450 -3.4187
C -1.0091 -0.5856 -4.3573
C -2.0806 -1.5737 -3.7600
C -2.6607 -1.4065 -2.3116
C -2.1482 -0.2499 -1.3741
C -2.7859 -0.1584 0.0870
C -4.3096 0.3714 -0.0657
C -5.2585 -0.0315 1.1657
N -5.2892 -1.5101 1.4590
C -1.0655 0.7065 -1.9467
C -0.4585 1.8867 -1.0261
O -1.1318 2.5637 -0.2131
H 5.5146 -1.3373 1.9139
H 4.7397 -2.1505 0.4405
H 3.6374 -1.2656 1.6633
H 5.5195 0.8975 0.9635
H 5.6447 -0.1574 -0.5300
H 3.9333 1.5427 -1.1324
H 3.0423 -0.0804 -0.9062
H 2.8345 3.3449 -0.3655
H 1.4563 3.0237 0.8325
H 2.7052 2.2664 -2.8056
H -0.5965 -0.7248 -5.4174
H -2.4168 -2.4258 -4.4571
H -3.4562 -2.1501 -1.9396
H -2.2493 0.5859 0.7821
H -2.7204 -1.1774 0.6315
H -4.7431 -0.0172 -1.0672
H -4.2711 1.5243 -0.1762
H -6.3403 0.2452 0.8596
H -5.0243 0.5447 2.1350
H -4.4137 -1.7847 1.9361
H -5.3899 -1.9895 0.5538
C -7.4641 -1.7054 -5.9756
O -8.0036 -2.7673 -5.2018
C -7.0449 -3.3291 -4.3088
C -7.2638 -2.8398 -2.8809
O -6.9797 -1.4470 -2.7619
C -8.1606 -0.6572 -2.7181
H -8.2878 -1.2050 -6.4886
H -6.9475 -0.9706 -5.3528
H -6.7764 -2.1044 -6.7270
H -6.0240 -3.1147 -4.6444
H -7.1844 -4.4144 -4.3326
H -6.5673 -3.3643 -2.2196
H -8.2819 -3.0628 -2.5434
H -8.6601 -0.7896 -1.7534
H -8.8484 -0.9127 -3.5277
H -7.8742 0.3908 -2.8223
C -9.3394 -2.2452 6.4460
O -8.6415 -2.9860 5.4563
C -8.0436 -2.1455 4.4699
C -6.5445 -1.9949 4.7039
O -6.2781 -1.2618 5.9001
C -5.8899 -2.1046 6.9754
H -9.6033 -2.9257 7.2582
H -8.7269 -1.4383 6.8564
H -10.2605 -1.8338 6.0226
H -8.5354 -1.1669 4.4389
H -8.1997 -2.6298 3.5012
H -6.1168 -1.4218 3.8777
H -6.0521 -2.9737 4.7257
H -4.8768 -2.4819 6.8043
H -6.5792 -2.9432 7.1015
H -5.8917 -1.5117 7.8918
C 9.9978 0.2748 -5.1142
O 9.7597 -0.9561 -4.4473
C 9.8470 -0.8309 -3.0294
C 8.4629 -0.7884 -2.3902
O 7.7690 0.4102 -2.7388
C 6.7882 0.1915 -3.7438
H 9.7307 0.1501 -6.1655
H 9.3944 1.0856 -4.6981
H 11.0593 0.5324 -5.0524
H 10.4351 0.0499 -2.7492
H 10.3749 -1.7168 -2.6630
H 8.5783 -0.7842 -1.3024
H 7.8787 -1.6741 -2.6638
H 5.9391 -0.3546 -3.3204
H 7.1958 -0.3617 -4.5933
H 6.4373 1.1628 -4.0973
C 5.1610 4.7369 3.9934
O 6.3911 4.9128 4.6810
C 6.7869 3.7422 5.3931
C 7.8823 2.9849 4.6498
O 7.3900 2.4243 3.4341
C 7.7819 3.1765 2.2943
H 5.0180 5.5901 3.3271
H 5.1587 3.8243 3.3919
H 4.3345 4.7116 4.7097
H 5.9262 3.0935 5.5895
H 7.1832 4.0743 6.3577
H 8.2165 2.1500 5.2726
H 8.7459 3.6324 4.4619
H 8.8495 3.0301 2.1032
H 7.5722 4.2415 2.4198
H 7.2193 2.8103 1.4335
```

Mulliken population analysis, charges in e, atoms 1 to 5:
1. C -1.050
2. C 0.530
3. C -0.206
4. O -0.379
5. C -0.754